Entry 1:
The following is a quantum chemistry calculation of a single C4H8N2O molecule in a non-equilibrium geometry, from the Open Molecules 2025 dataset.

E_HOMO (spin up / spin down) in eV: -8.77 / -8.92
Orbital gap (spin up / spin down) in eV: 8.911 / 9.165
Energy in Eh: -341.8155
LUMO level (spin up / spin down) in hartree: 0.00527 / 0.00895
SMILES: C[C@H]1CC[N+]([O-])=N1

Each atom is followed by the atoms it is bonded to, with distances in Å.
Atoms and positions in Å:
1 C 0.26 -0.78 0.14  C2 1.505, C3 1.561, H8 1.068, H9 1.010
2 C 1.73 -1.09 0.14  C1 1.505, N6 1.463, H10 1.030, H11 1.175
3 C 0.08 0.72 0.51  C1 1.561, C4 1.497, N5 1.420, H12 1.107
4 C -0.95 1.34 -0.37  C3 1.497, H13 1.040, H14 1.096, H15 1.131
5 N 1.32 1.37 0.22  C3 1.420, N6 1.500
6 N 2.30 0.25 0.01  C2 1.463, N5 1.500, O7 1.193
7 O 3.43 0.46 -0.29  N6 1.193
8 H 0.00 -0.89 -0.89  C1 1.068
9 H -0.43 -1.38 0.57  C1 1.010
10 H 2.22 -1.47 0.96  C2 1.030
11 H 2.07 -1.79 -0.74  C2 1.175
12 H -0.23 0.98 1.54  C3 1.107
13 H -0.48 1.76 -1.20  C4 1.040
14 H -1.42 2.21 0.11  C4 1.096
15 H -1.76 0.66 -0.77  C4 1.131


Entry 2:
The following is a quantum chemistry calculation of a 2-piece molecular cluster, C3H9N2O overall in a non-equilibrium geometry, from the Open Molecules 2025 dataset.

E_HOMO in eV: -14.26
Orbital gap in eV: 8.749
Energy in Eh: -304.1155
LUMO level in hartree: -0.20255
Net charge: +1

Each atom is followed by the atoms it is bonded to, with distances in Å.
Atoms and positions in Å:
1 C -2.55 0.50 -0.12  C2 1.509, O6 1.259, H7 1.038
2 C -1.39 0.22 0.80  C1 1.509, C3 1.576, H8 1.162, H9 1.148
3 C 0.14 0.25 0.43  C2 1.576, N5 1.293, H10 1.123
4 N 2.11 -1.58 -0.73  H11 1.032, H12 1.057, H15 1.015
5 N 0.79 1.22 -0.11  C3 1.293, H13 1.054, H14 1.005
6 O -3.35 -0.44 -0.39  C1 1.259
7 H -2.70 1.41 -0.60  C1 1.038
8 H -1.62 -0.66 1.52  C2 1.162
9 H -1.69 1.14 1.42  C2 1.148
10 H 0.65 -0.68 0.80  C3 1.123
11 H 2.54 -2.18 -0.02  N4 1.032
12 H 2.36 -0.57 -0.52  N4 1.057
13 H 0.50 2.20 -0.40  N5 1.054
14 H 1.72 1.07 -0.45  N5 1.005
15 H 2.49 -1.89 -1.62  N4 1.015


Entry 3:
The following is a quantum chemistry calculation of a 3-piece molecular cluster, C27H61BIN5O7P overall, from the Open Molecules 2025 dataset.

E_HOMO in eV: -11.64
Orbital gap in eV: 8.839
Energy in Eh: -2529.3912
LUMO level in hartree: -0.10277
Net charge: +1

Each atom is followed by the atoms it is bonded to, with distances in Å.
Atoms and positions in Å:
1 C 9.94 1.57 0.36  C2 1.523, H35 1.093, H36 1.090, H37 1.092
2 C 9.05 0.60 1.13  C1 1.523, C3 1.525, H38 1.094, H39 1.095
3 C 8.14 -0.24 0.24  C2 1.525, C4 1.524, H40 1.099, H41 1.096
4 C 7.59 -1.48 0.93  C3 1.524, C5 1.527, H42 1.097, H43 1.093
5 C 6.42 -2.12 0.19  C4 1.527, C6 1.538, H44 1.091, H45 1.097
6 C 5.09 -1.38 0.40  C5 1.538, C7 1.524, H46 1.095, H47 1.096
7 C 4.43 -0.91 -0.89  C6 1.524, C8 1.526, H48 1.095, H49 1.098
8 C 3.16 -0.09 -0.66  C7 1.526, C9 1.534, H50 1.093, H51 1.097
9 C 2.24 -0.04 -1.89  C8 1.534, C10 1.542, H52 1.093, H53 1.094
10 C 1.14 -1.11 -1.91  C9 1.542, C11 1.537, H54 1.097, H55 1.088
11 C -0.28 -0.51 -1.86  C10 1.537, B12 1.653, C15 1.534, N31 1.578
12 B -0.53 0.38 -3.23  C11 1.653, C13 1.559, O14 1.373
13 C 0.15 0.11 -4.60  B12 1.559, H56 1.087, H57 1.093, H58 1.098
14 O -1.38 1.46 -3.16  B12 1.373, H59 0.967
15 C -0.33 0.39 -0.62  C11 1.534, N16 1.428, H60 1.094, H61 1.103
16 N -1.65 0.67 -0.16  C15 1.428, C17 1.464, C21 1.451
17 C -1.72 1.78 0.80  N16 1.464, C18 1.526, H62 1.095, H63 1.100
18 C -2.00 3.13 0.14  C17 1.526, C19 1.535, C20 1.527, H64 1.100
19 C -3.35 3.09 -0.60  C18 1.535, H65 1.092, H66 1.092, H67 1.091
20 C -2.01 4.21 1.21  C18 1.527, H68 1.090, H69 1.090, H70 1.091
21 C -2.42 -0.51 0.20  N16 1.451, C22 1.551, C27 1.550, H71 1.093
22 C -1.96 -1.24 1.49  C21 1.551, C23 1.535, H72 1.092, H73 1.094
23 C -0.82 -2.27 1.47  C22 1.535, C24 1.529, H74 1.097, H75 1.093
24 C -0.65 -2.96 2.82  C23 1.529, C25 1.520, H76 1.097, H77 1.093
25 C 0.07 -2.09 3.84  C24 1.520, O26 1.414, H78 1.097, H79 1.094
26 O 0.23 -2.72 5.10  C25 1.414, H80 0.966
27 C -2.65 -1.32 -1.10  C21 1.550, I28 2.179, C29 1.527, N31 1.539
28 I -3.77 -3.07 -0.46  C27 2.179
29 C -3.51 -0.49 -2.05  C27 1.527, C30 1.518, H81 1.087, H82 1.093
30 C -3.75 -0.91 -3.49  C29 1.518, H83 1.088, H84 1.090, H85 1.095
31 N -1.28 -1.71 -1.68  C11 1.578, C27 1.539, P32 1.933, H86 1.020
32 P -1.00 -2.77 -3.27  N31 1.933, N33 1.664, O34 1.627
33 N -2.40 -3.65 -3.47  P32 1.664, H87 1.016, H88 1.010
34 O 0.06 -3.79 -2.56  P32 1.627, H89 0.967
35 H 10.42 1.06 -0.48  C1 1.093
36 H 10.72 1.99 0.99  C1 1.090
37 H 9.36 2.40 -0.05  C1 1.092
38 H 9.67 -0.07 1.73  C2 1.094
39 H 8.43 1.17 1.83  C2 1.095
40 H 7.30 0.39 -0.10  C3 1.099
41 H 8.68 -0.54 -0.67  C3 1.096
42 H 7.26 -1.20 1.94  C4 1.097
43 H 8.39 -2.21 1.06  C4 1.093
44 H 6.32 -3.16 0.48  C5 1.091
45 H 6.65 -2.12 -0.89  C5 1.097
46 H 4.39 -2.03 0.92  C6 1.095
47 H 5.26 -0.50 1.04  C6 1.096
48 H 5.14 -0.30 -1.46  C7 1.095
49 H 4.20 -1.78 -1.52  C7 1.098
50 H 3.43 0.92 -0.37  C8 1.093
51 H 2.61 -0.53 0.19  C8 1.097
52 H 2.86 -0.20 -2.77  C9 1.093
53 H 1.83 0.97 -2.00  C9 1.094
54 H 1.26 -1.78 -1.05  C10 1.097
55 H 1.26 -1.73 -2.79  C10 1.088
56 H 0.89 -0.69 -4.65  C13 1.087
57 H 0.59 1.03 -4.99  C13 1.093
58 H -0.65 -0.15 -5.32  C13 1.098
59 H -1.19 2.17 -2.52  O14 0.967
60 H 0.15 1.34 -0.87  C15 1.094
61 H 0.30 -0.05 0.17  C15 1.103
62 H -2.55 1.59 1.49  C17 1.095
63 H -0.80 1.82 1.41  C17 1.100
64 H -1.22 3.35 -0.60  C18 1.100
65 H -4.09 2.49 -0.07  C19 1.092
66 H -3.75 4.10 -0.64  C19 1.092
67 H -3.25 2.76 -1.64  C19 1.091
68 H -2.24 5.18 0.76  C20 1.090
69 H -2.81 3.97 1.91  C20 1.090
70 H -1.06 4.29 1.74  C20 1.091
71 H -3.42 -0.12 0.42  C21 1.093
72 H -2.82 -1.71 1.96  C22 1.092
73 H -1.66 -0.44 2.17  C22 1.094
74 H -1.01 -3.06 0.73  C23 1.097
75 H 0.14 -1.79 1.22  C23 1.093
76 H -1.63 -3.25 3.21  C24 1.097
77 H -0.08 -3.89 2.70  C24 1.093
78 H -0.45 -1.14 3.98  C25 1.097
79 H 1.08 -1.88 3.48  C25 1.094
80 H -0.44 -3.40 5.22  O26 0.966
81 H -3.09 0.51 -2.04  C29 1.087
82 H -4.48 -0.41 -1.55  C29 1.093
83 H -4.26 -1.87 -3.56  C30 1.088
84 H -4.36 -0.15 -3.96  C30 1.090
85 H -2.83 -0.96 -4.08  C30 1.095
86 H -0.86 -2.28 -0.94  N31 1.020
87 H -2.47 -3.95 -4.44  N33 1.016
88 H -2.59 -4.43 -2.85  N33 1.010
89 H -0.27 -4.37 -1.87  O34 0.967
90 C -6.76 4.17 3.77  N91 1.488, H94 1.083, H95 1.086, H96 1.086
91 N -5.64 4.70 2.95  C90 1.488, O92 1.208, O93 1.222
92 O -5.28 5.83 3.14  N91 1.208
93 O -5.15 3.95 2.11  N91 1.222
94 H -7.08 4.95 4.44  C90 1.083
95 H -7.55 3.87 3.08  C90 1.086
96 H -6.39 3.30 4.30  C90 1.086
97 C -5.89 0.22 1.35  N98 1.488, H101 1.084, H102 1.087, H103 1.086
98 N -7.01 0.97 1.99  C97 1.488, O99 1.210, O100 1.214
99 O -7.62 1.76 1.30  N98 1.210
100 O -7.22 0.74 3.16  N98 1.214
101 H -5.81 0.55 0.32  C97 1.084
102 H -5.00 0.46 1.93  C97 1.087
103 H -6.12 -0.84 1.43  C97 1.086